109
Properties=species:S:1:pos:R:3 method="wB97M-V/def2-TZVPD" energy_ev=-79567.4269 lumo_ev=0.262 total_charge=0 spin_multiplicity=1 orbital_gap_ev=9.71
C 4.175 -4.482 2.439
C 3.019 -4.469 1.243
C 1.484 -4.328 1.825
C 0.923 -2.788 1.498
N -0.427 -2.652 2.166
C -1.255 -1.519 1.600
O -1.250 -1.242 0.155
C -2.552 -0.678 -0.252
O -3.144 -0.554 -1.442
O -3.178 -0.280 1.040
C -2.817 -1.322 2.056
C -3.881 -2.590 1.836
C -3.645 -3.813 2.901
O -4.333 -5.071 2.577
C -3.910 -5.633 1.286
C -2.300 -5.892 1.127
F -2.138 -7.078 0.206
F -1.591 -6.249 2.377
F -1.739 -4.724 0.401
H 4.616 -5.571 2.500
H 3.703 -4.177 3.483
H 5.036 -3.706 2.235
H 3.300 -3.597 0.502
H 3.118 -5.500 0.686
H 1.364 -4.626 2.953
H 0.815 -5.094 1.201
H 0.902 -2.710 0.328
H 1.719 -2.066 1.995
H -0.240 -2.381 3.176
H -0.734 -0.557 2.062
H -2.955 -0.951 3.175
H -3.927 -2.906 0.710
H -4.951 -2.124 2.090
H -2.488 -3.978 3.146
H -4.112 -3.442 3.935
H -4.284 -5.025 0.343
H -4.440 -6.699 1.196
O 3.880 -0.751 -0.764
C 4.086 -1.480 -1.720
C 5.015 -1.180 -2.857
C 4.583 -2.189 -3.892
C 4.069 -3.326 -3.050
O 3.525 -2.714 -1.881
H 6.045 -1.347 -2.531
H 4.882 -0.157 -3.215
H 5.385 -2.486 -4.574
H 3.765 -1.772 -4.492
H 4.867 -4.012 -2.746
H 3.290 -3.895 -3.565
O 4.829 2.094 -2.290
C 3.689 2.528 -2.304
C 2.799 2.673 -1.107
C 1.444 2.863 -1.741
C 1.783 3.520 -3.053
O 3.056 2.992 -3.421
H 3.108 3.554 -0.537
H 2.829 1.777 -0.483
H 0.754 3.451 -1.130
H 0.985 1.884 -1.924
H 1.868 4.608 -2.963
H 1.048 3.285 -3.829
O 0.255 6.107 -2.969
C 0.229 6.725 -1.918
C 0.181 8.217 -1.787
C 0.559 8.420 -0.341
C 0.062 7.157 0.311
O 0.197 6.142 -0.683
H -0.836 8.561 -1.994
H 0.897 8.695 -2.460
H 0.135 9.327 0.098
H 1.651 8.479 -0.252
H -0.992 7.225 0.599
H 0.654 6.891 1.191
O -8.120 -6.103 5.777
C -7.914 -6.832 4.821
C -6.985 -6.532 3.683
C -7.417 -7.541 2.649
C -7.931 -8.679 3.491
O -8.475 -8.066 4.660
H -5.955 -6.699 4.010
H -7.118 -5.509 3.326
H -6.615 -7.838 1.967
H -8.235 -7.124 2.049
H -7.133 -9.364 3.795
H -8.710 -9.248 2.976
O 5.521 7.707 0.412
C 5.726 6.978 -0.545
C 6.655 7.277 -1.682
C 6.224 6.269 -2.717
C 5.709 5.131 -1.874
O 5.166 5.743 -0.706
H 7.685 7.110 -1.356
H 6.523 8.301 -2.040
H 7.025 5.972 -3.399
H 5.406 6.686 -3.317
H 6.507 4.445 -1.570
H 4.930 4.562 -2.389
O -2.788 5.782 0.252
C -2.966 4.749 -0.373
C -2.028 3.581 -0.407
C -2.534 2.803 -1.595
C -4.001 3.146 -1.613
O -4.082 4.479 -1.113
H -2.127 3.015 0.523
H -0.996 3.909 -0.553
H -2.344 1.728 -1.527
H -2.055 3.174 -2.509
H -4.589 2.491 -0.961
H -4.416 3.105 -2.624

---

14
Properties=species:S:1:pos:R:3 method="wB97M-V/def2-TZVPD" energy_ev=-10184.2791 lumo_ev="-5.435 / -5.434" de_lowest_ev=5.014 total_charge=+1 spin_multiplicity=1 orbital_gap_ev="8.88 / 8.88"
H 1.313 -2.243 1.326
N 1.263 -1.750 0.380
N 0.225 -1.034 0.321
C 0.121 -0.098 -0.740
C 1.507 0.664 -0.518
O 2.305 0.111 0.094
N -1.002 0.810 -0.567
N -1.513 0.715 0.698
H -0.444 -0.744 1.113
H 0.247 -0.555 -1.810
H 1.645 1.711 -0.980
H -1.733 0.839 -1.314
H -2.230 -0.049 0.808
H -1.703 1.623 1.189

---

44
Properties=species:S:1:pos:R:3 method="wB97M-V/def2-TZVPD" energy_ev=-69973.3788 lumo_ev=-0.142 total_charge=0 spin_multiplicity=1 orbital_gap_ev=9.34
C 0.081 -2.331 2.359
C 0.675 -1.057 1.723
N -0.237 -0.263 0.914
C -0.351 -0.469 -0.533
C -1.881 -0.724 -0.760
C -2.379 -2.062 -0.217
C -3.884 -2.151 -0.588
Cl -4.356 -3.789 -1.097
C 0.317 -1.724 -1.156
O 1.539 -1.623 -1.915
S 2.789 -0.870 -1.222
O 3.977 -1.307 -1.869
O 2.490 0.675 -1.762
C 1.559 1.220 -0.793
C 1.975 2.671 -0.618
N 1.430 3.246 0.610
C 2.200 2.858 1.806
C 0.089 0.905 -1.196
I -0.074 0.809 -3.367
S -1.099 2.277 -0.822
O -0.606 3.506 -1.322
O -2.359 1.991 -1.408
F -1.247 2.366 0.710
H -0.650 -2.044 3.112
H -0.345 -3.008 1.628
H 0.893 -2.794 2.917
H 1.598 -1.352 1.236
H 0.979 -0.447 2.576
H -1.132 -0.238 1.378
H -2.095 -0.611 -1.819
H -2.461 0.029 -0.236
H -1.920 -2.931 -0.674
H -2.360 -2.090 0.866
H -4.131 -1.457 -1.381
H -4.469 -1.836 0.269
H 0.420 -2.554 -0.464
H -0.383 -2.100 -1.894
H 1.841 0.743 0.142
H 1.777 3.285 -1.486
H 3.067 2.655 -0.529
H 1.546 4.243 0.487
H 2.588 3.753 2.290
H 1.534 2.378 2.519
H 3.056 2.221 1.585

---

14
Properties=species:S:1:pos:R:3 method="wB97M-V/def2-TZVPD" energy_ev=-8835.4941 lumo_ev=0.719 de_lowest_ev=0.709 total_charge=0 spin_multiplicity=1 orbital_gap_ev=11.22
C 1.269 -0.441 0.749
C 0.420 -0.187 -0.504
C 1.208 0.523 -1.523
N 1.834 1.088 -2.315
C -0.854 0.603 -0.176
C -1.863 -0.235 0.582
O -1.848 -1.442 0.607
H 2.175 -1.002 0.503
H 0.689 -1.023 1.471
H 1.567 0.506 1.212
H 0.116 -1.150 -0.929
H -0.621 1.514 0.389
H -1.349 0.951 -1.093
H -2.651 0.340 1.112

---

25
Properties=species:S:1:pos:R:3 method="wB97M-V/def2-TZVPD" energy_ev=-13083.2453 lumo_ev="-4.793 / -4.560" de_lowest_ev=7.462 total_charge=+1 spin_multiplicity=1 orbital_gap_ev="6.75 / 7.09"
C -0.947 -2.336 0.175
C -0.235 0.032 -0.660
C 0.189 -2.808 0.572
C 1.851 0.595 -0.202
C -1.526 0.065 -1.416
C -2.433 0.975 -0.636
C -1.570 1.452 0.649
C 3.170 0.035 -0.016
C 1.067 1.195 0.968
N -0.268 0.814 0.593
O 1.048 0.101 -1.055
H 0.353 -3.847 0.654
H 1.329 -2.431 0.284
H -1.389 0.411 -2.501
H -1.986 -0.934 -1.515
H -2.808 1.853 -1.038
H -3.443 0.419 -0.319
H -1.431 2.577 0.594
H -2.076 1.300 1.524
H 3.972 0.594 -0.490
H 3.354 -0.160 1.011
H 3.177 -0.977 -0.580
H 1.284 2.212 1.156
H 1.396 0.787 1.907
H -2.076 -1.927 0.343

---

73
Properties=species:S:1:pos:R:3 method="wB97M-V/def2-TZVPD" energy_ev=-79166.1555 lumo_ev=4.349 de_lowest_ev=0.000 total_charge=-2 spin_multiplicity=1 orbital_gap_ev=6.60
Y 1.885 -0.251 -1.119
N 0.031 3.388 -3.373
C 0.930 2.648 -2.606
S 1.921 1.500 -3.426
N 0.915 2.972 -1.343
N 1.672 2.139 -0.527
C 1.908 2.659 0.624
C 2.514 2.030 1.788
C 2.493 2.769 2.976
C 3.003 2.277 4.162
C 3.561 0.997 4.160
C 3.598 0.237 3.014
C 3.071 0.716 1.787
O 3.101 -0.014 0.730
H -0.224 2.904 -4.218
H -0.763 3.687 -2.823
H 1.561 3.685 0.771
H 2.048 3.759 2.950
H 2.959 2.865 5.070
H 3.965 0.583 5.080
H 4.019 -0.761 3.004
O 0.937 -3.565 -6.671
C 1.144 -2.937 -5.469
C 2.421 -2.713 -4.979
C 2.533 -2.075 -3.755
N 1.476 -1.670 -3.072
C 0.252 -1.864 -3.553
C 0.032 -2.506 -4.758
C -0.872 -1.211 -2.749
O -2.033 -1.553 -2.972
O -0.451 -0.344 -1.918
C 3.893 -1.715 -3.152
O 4.903 -2.110 -3.730
O 3.824 -1.009 -2.094
H 1.797 -3.786 -7.039
H 3.323 -3.004 -5.502
H -0.975 -2.649 -5.123
O 0.419 -3.938 -0.974
C 0.215 -2.938 -0.297
O 1.059 -2.045 0.046
C -1.207 -2.703 0.239
C -2.038 -3.823 0.255
C -3.338 -3.763 0.723
C -3.838 -2.552 1.178
C -3.026 -1.432 1.154
C -1.713 -1.477 0.684
P -0.725 0.095 0.786
C -1.926 1.364 0.254
C -1.782 2.668 0.720
C -2.547 3.700 0.198
C -3.453 3.446 -0.821
C -3.571 2.157 -1.325
C -2.808 1.124 -0.801
C -0.773 0.228 2.625
C 0.258 -0.440 3.285
C 0.327 -0.443 4.669
C -0.633 0.223 5.418
C -1.667 0.884 4.770
C -1.737 0.882 3.384
H -1.621 -4.744 -0.131
H -3.957 -4.652 0.725
H -4.854 -2.475 1.548
H -3.428 -0.490 1.510
H -1.049 2.891 1.487
H -2.412 4.707 0.575
H -4.046 4.252 -1.237
H -4.245 1.949 -2.148
H -2.865 0.137 -1.244
H 1.015 -0.954 2.703
H 1.148 -0.952 5.158
H -0.570 0.233 6.500
H -2.427 1.405 5.343
H -2.554 1.397 2.895

---

18
Properties=species:S:1:pos:R:3 method="wB97M-V/def2-TZVPD" energy_ev=-18924.4156 lumo_ev=-3.479 de_lowest_ev=0.000 total_charge=+1 spin_multiplicity=1 orbital_gap_ev=11.61
C 2.301 0.712 0.781
C 1.101 1.302 -0.929
C -2.136 -0.948 0.253
C -2.153 0.527 0.105
N 1.858 -0.368 0.280
N 1.836 1.781 0.091
N 1.107 -0.013 -0.721
O -0.883 -1.412 -0.240
F -3.338 0.946 0.430
F -1.888 0.933 -1.194
F -1.257 1.092 0.943
H 2.916 0.613 1.582
H -0.929 -2.316 -0.446
H 0.665 1.952 -1.674
H -2.333 -1.201 1.410
H -2.896 -1.454 -0.195
H 1.839 2.749 0.402
H 0.581 -0.694 -1.199

---

110
Properties=species:S:1:pos:R:3 method="wB97M-V/def2-TZVPD" energy_ev=-178322.8788 lumo_ev=3.747 de_lowest_ev=0.995 total_charge=-2 spin_multiplicity=1 orbital_gap_ev=7.12
Tl -1.310 0.443 -0.038
C 2.159 -1.482 0.385
C 1.288 -2.343 1.301
C 0.389 -3.335 0.568
Sb -0.657 -4.524 2.040
C 1.190 -5.560 2.497
C 1.921 -6.295 1.563
C 3.170 -6.812 1.880
C 3.717 -6.593 3.137
C 3.008 -5.858 4.075
C 1.754 -5.352 3.755
C -1.387 -5.976 0.620
C -1.220 -7.349 0.795
C -1.767 -8.256 -0.103
C -2.501 -7.803 -1.190
C -2.689 -6.441 -1.369
C -2.139 -5.538 -0.468
Sb 3.088 0.261 1.284
C 1.821 0.421 3.031
C 0.945 1.502 3.136
C 0.076 1.614 4.214
C 0.074 0.651 5.212
C 0.958 -0.416 5.135
C 1.824 -0.527 4.055
C 4.561 -0.960 2.413
C 4.661 -2.352 2.425
C 5.570 -3.015 3.242
C 6.416 -2.292 4.071
C 6.355 -0.905 4.060
C 5.443 -0.257 3.236
H 1.594 -1.088 -0.462
H 2.993 -2.068 -0.014
H 0.688 -1.725 1.972
H 1.949 -2.928 1.950
H 0.988 -4.044 -0.011
H -0.316 -2.845 -0.107
H 1.515 -6.458 0.571
H 3.725 -7.377 1.139
H 4.698 -6.985 3.380
H 3.434 -5.671 5.054
H 1.213 -4.769 4.494
H -0.650 -7.719 1.640
H -1.619 -9.320 0.046
H -2.927 -8.511 -1.892
H -3.270 -6.075 -2.207
H -2.307 -4.482 -0.618
H 0.920 2.242 2.345
H -0.619 2.443 4.259
H -0.627 0.722 6.036
H 0.963 -1.175 5.909
H 2.506 -1.368 4.014
H 4.023 -2.946 1.779
H 5.610 -4.099 3.234
H 7.117 -2.804 4.719
H 7.018 -0.328 4.695
H 5.412 0.829 3.241
O 2.260 1.805 -1.757
C 1.472 2.184 -0.885
O 1.074 1.498 0.122
C 0.887 3.593 -1.002
C 1.749 4.634 -1.186
C 1.273 5.957 -1.230
C -0.072 6.224 -1.094
C -0.957 5.180 -0.912
C -0.542 3.801 -0.883
O -1.336 2.838 -0.843
N -2.357 5.543 -0.774
O -3.130 4.741 -0.292
O -2.701 6.663 -1.151
N 2.190 7.051 -1.400
O 3.387 6.801 -1.477
O 1.744 8.193 -1.460
H 2.805 4.436 -1.307
H -0.438 7.237 -1.128
C -6.683 1.094 1.317
C -6.749 1.120 -0.200
N -5.424 1.139 -0.802
C -5.058 0.540 -1.930
S -3.477 0.505 -2.481
N -6.073 -0.043 -2.695
C -7.041 0.856 -3.325
C -8.058 0.049 -4.113
H -7.696 1.158 1.720
H -6.110 1.940 1.699
H -6.218 0.181 1.675
H -7.301 2.010 -0.524
H -7.271 0.240 -0.577
H -4.667 1.516 -0.246
H -5.617 -0.612 -3.398
H -6.529 1.570 -3.983
H -7.546 1.436 -2.556
H -7.561 -0.562 -4.870
H -8.761 0.709 -4.622
H -8.614 -0.617 -3.453
F -4.628 -1.112 2.946
B -3.976 -0.992 1.717
F -2.746 -1.665 1.728
F -3.725 0.387 1.454
F -4.788 -1.495 0.685
Br -0.096 3.346 -5.062
C -0.006 1.499 -4.673
C 0.272 0.581 -5.663
C 0.319 -0.758 -5.304
C 0.093 -1.098 -3.981
N -0.166 -0.211 -3.029
C -0.222 1.072 -3.372
H 0.439 0.903 -6.682
H 0.530 -1.523 -6.039
H 0.128 -2.131 -3.667
H -0.481 1.784 -2.597

---

10
Properties=species:S:1:pos:R:3 method="wB97M-V/def2-TZVPD" energy_ev=-14365.7017 lumo_ev="0.382 / -0.084" de_lowest_ev=4.247 total_charge=0 spin_multiplicity=1 orbital_gap_ev="9.33 / 7.35"
C -1.606 -0.007 0.277
C 1.113 -0.119 -0.533
O 1.043 1.209 -0.604
O 1.618 -0.736 0.537
F -1.372 1.335 0.522
F -1.916 -0.544 1.490
F 1.408 -0.878 -1.649
H -2.312 -0.068 -0.454
H 0.209 1.574 -0.018
H 1.815 -1.766 0.431

---

34
Properties=species:S:1:pos:R:3 method="wB97M-V/def2-TZVPD" energy_ev=-61715.9400 lumo_ev="1.147 / 0.465" de_lowest_ev=2.035 total_charge=-1 spin_multiplicity=3 orbital_gap_ev="3.63 / 4.85"
Au 3.324 -3.456 -0.485
Cl 4.286 -1.341 -0.573
C 2.004 -4.922 -0.897
C 4.853 -3.236 1.058
H 2.295 -5.831 -0.357
H 0.998 -4.604 -0.587
H 2.022 -5.106 -1.985
H 4.899 -4.224 1.525
H 4.446 -2.493 1.755
H 5.842 -2.946 0.680
Al -0.078 -0.106 1.615
C 0.988 1.466 1.090
C 0.179 -1.386 2.961
H 1.246 2.046 1.986
H 1.910 1.139 0.579
H 0.404 2.115 0.420
H 0.969 -1.357 3.720
H -0.393 -2.314 3.080
O -3.201 1.509 -4.068
S -2.061 1.722 -3.205
O -0.923 2.458 -3.705
N -1.585 0.317 -2.443
C -1.761 0.311 -1.138
S -1.143 -1.011 -0.185
C -2.398 1.526 -0.604
C -2.655 1.919 0.707
C -3.059 3.229 0.955
C -3.267 4.124 -0.106
C -3.023 3.731 -1.436
C -2.592 2.432 -1.653
H -2.524 1.191 1.515
H -3.227 3.562 1.977
H -3.608 5.140 0.090
H -3.167 4.396 -2.286